Computed, not measured: a molecular structure, C44H47GeN3O3STaTe at a distorted geometry, with wB97M-V/def2-TZVPD.

Computed properties:
HOMO energy, eV: -15.958
ΔE to the lowest compared entry with this formula, charge and spin, eV: 4.971
Charge: +3
Lowest unoccupied orbital energy, hartree: -0.388
2S+1: 1

Cartesian coordinates (Å):
Ta (-0.793, -2.060, -0.461)
C (-3.726, 2.690, 4.570)
C (-2.634, 3.045, 3.549)
C (-1.312, 3.364, 4.282)
C (-3.068, 4.272, 2.745)
C (-2.326, 1.865, 2.675)
C (-2.011, 0.615, 3.224)
C (-1.592, -0.415, 2.420)
N (-1.463, -0.316, 1.079)
C (-1.804, 0.872, 0.526)
C (-2.239, 1.948, 1.282)
C (-1.552, 0.986, -0.916)
C (-2.139, 1.949, -1.718)
C (-1.785, 2.073, -3.067)
C (-0.779, 1.205, -3.508)
C (-0.258, 0.250, -2.659)
N (-0.649, 0.098, -1.388)
C (-2.415, 3.125, -3.943)
C (-2.205, 2.844, -5.435)
C (-3.921, 3.251, -3.667)
C (-1.728, 4.453, -3.562)
H (-3.931, 3.556, 5.193)
H (-3.427, 1.881, 5.230)
H (-4.648, 2.416, 4.063)
H (-1.470, 4.209, 4.945)
H (-0.534, 3.625, 3.568)
H (-0.969, 2.524, 4.879)
H (-3.334, 5.078, 3.423)
H (-3.944, 4.055, 2.137)
H (-2.261, 4.632, 2.110)
H (-2.063, 0.452, 4.288)
H (-1.319, -1.365, 2.859)
H (-2.464, 2.875, 0.787)
H (-2.892, 2.594, -1.293)
H (-0.408, 1.257, -4.517)
H (0.502, -0.441, -3.008)
H (-2.568, 1.855, -5.704)
H (-1.160, 2.937, -5.723)
H (-2.765, 3.569, -6.019)
H (-4.437, 2.316, -3.874)
H (-4.341, 4.011, -4.320)
H (-4.133, 3.558, -2.646)
H (-0.656, 4.410, -3.740)
H (-1.898, 4.698, -2.517)
H (-2.143, 5.251, -4.171)
Ge (4.118, -1.374, 1.296)
C (4.244, -3.282, 1.836)
C (4.296, -4.321, 0.913)
C (4.229, -5.630, 1.357)
C (4.097, -5.903, 2.712)
C (4.061, -4.863, 3.628)
C (4.120, -3.549, 3.195)
C (5.639, -0.318, 0.546)
C (5.733, 1.039, 0.867)
C (6.902, 1.728, 0.593)
C (7.962, 1.078, -0.026)
C (7.861, -0.267, -0.361)
C (6.701, -0.972, -0.083)
H (3.652, -0.580, 2.537)
H (4.388, -4.088, -0.141)
H (4.271, -6.441, 0.647)
H (4.018, -6.924, 3.055)
H (3.980, -5.075, 4.683)
H (4.088, -2.726, 3.900)
H (4.896, 1.530, 1.345)
H (6.989, 2.775, 0.847)
H (8.866, 1.629, -0.249)
H (8.690, -0.766, -0.842)
H (6.618, -2.027, -0.311)
N (-0.714, -3.698, 2.364)
C (-0.714, -2.979, 1.467)
C (-5.865, -0.243, 2.194)
C (-5.010, -1.008, 1.248)
C (-4.354, -2.176, 1.654)
C (-3.593, -2.914, 0.759)
C (-3.446, -2.464, -0.553)
C (-4.087, -1.300, -0.969)
C (-4.872, -0.588, -0.078)
S (-2.362, -3.241, -1.727)
O (-1.305, -3.844, -0.861)
O (-2.955, -4.055, -2.703)
O (-1.618, -2.038, -2.193)
H (-5.477, -0.277, 3.210)
H (-6.862, -0.689, 2.222)
H (-5.988, 0.791, 1.880)
H (-4.450, -2.523, 2.671)
H (-3.144, -3.852, 1.072)
H (-3.985, -0.980, -2.000)
H (-5.390, 0.297, -0.410)
Te (1.599, -1.694, 0.202)
C (2.933, -1.574, -1.685)
C (3.595, -0.411, -2.068)
C (4.344, -0.419, -3.238)
C (4.431, -1.565, -4.011)
C (3.767, -2.718, -3.623)
C (3.016, -2.727, -2.457)
H (3.524, 0.488, -1.471)
H (4.868, 0.477, -3.533)
H (5.017, -1.562, -4.917)
H (3.840, -3.617, -4.216)
H (2.507, -3.635, -2.157)

Atom charges from the Mulliken analysis, given in e for atoms 1 to 2: 0.640, -1.541


Computed, not measured: a molecular structure, C13H13MnN6O10, with wB97M-V/def2-TZVPD.

Computed properties:
HOMO energy (alpha / beta), eV: -12.691 / -12.758
Charge: +1
Lowest unoccupied orbital energy (alpha / beta), hartree: -0.215 / -0.179
2S+1: 4

Cartesian coordinates (Å):
Mn (-1.190, 0.392, 0.627)
O (-0.617, 0.433, 4.392)
C (-0.202, 0.507, 3.279)
O (-1.058, 0.976, 2.293)
C (1.181, 0.211, 2.849)
C (2.236, 0.378, 3.727)
C (3.514, 0.179, 3.252)
C (3.770, -0.122, 1.933)
C (2.703, -0.295, 1.074)
C (1.395, -0.200, 1.539)
O (0.356, -0.540, 0.776)
N (3.010, -0.508, -0.362)
O (2.081, -0.548, -1.152)
O (4.172, -0.625, -0.668)
N (4.654, 0.332, 4.180)
O (5.765, 0.197, 3.722)
O (4.389, 0.583, 5.335)
H (2.064, 0.668, 4.754)
H (4.783, -0.205, 1.571)
N (-2.463, -1.066, 1.354)
C (-3.873, -0.695, 1.066)
C (-3.855, 0.368, -0.003)
O (-4.673, 0.487, -0.863)
O (-2.779, 1.160, 0.138)
H (-2.226, -1.970, 0.956)
H (-2.293, -1.117, 2.354)
H (-4.317, -0.264, 1.960)
H (-4.461, -1.552, 0.751)
C (-0.682, 0.172, -5.138)
N (-0.649, 0.317, -3.686)
C (-0.009, 1.415, -2.967)
C (-0.418, 1.055, -1.579)
O (-0.222, 1.692, -0.510)
N (-1.086, -0.092, -1.525)
C (-1.244, -0.489, -2.815)
N (-1.914, -1.574, -3.164)
H (-0.210, 1.044, -5.580)
H (-1.711, 0.128, -5.496)
H (-0.134, -0.715, -5.454)
H (-0.378, 2.394, -3.268)
H (1.079, 1.385, -3.053)
H (-2.418, -2.092, -2.467)
H (-2.070, -1.805, -4.130)

Atom charges from the natural (NBO) analysis, given in e for atoms 1 to 2: 1.482, -0.489


Computed, not measured: 7 unconnected molecules or ions with the total composition C40H63BBrN3O24S at a distorted geometry, with wB97M-V/def2-TZVPD.

Computed properties:
HOMO energy, eV: -9.056
ΔE to the lowest compared entry with this formula, charge and spin, eV: 0.000
Structure (SMILES): CCOB(O)[C@@]1(Br)OC(=O)O[C@]1(CCCCCCCSc1nnco1)CNC.C[C@@H]1COC(=O)O1.C[C@@H]1COC(=O)O1.C[C@@H]1COC(=O)O1.C[C@@H]1COC(=O)O1.C[C@@H]1COC(=O)O1.C[C@@H]1COC(=O)O1
Charge: 0
Lowest unoccupied orbital energy, hartree: -0.001
2S+1: 1

Cartesian coordinates (Å):
C (1.162, 2.831, -4.336)
C (0.028, 1.926, -4.793)
O (-1.246, 2.428, -4.341)
B (-2.292, 1.555, -4.425)
O (-3.255, 1.677, -5.403)
C (-2.434, 0.377, -3.372)
Br (-1.691, -1.230, -4.374)
O (-1.695, 0.421, -2.170)
C (-2.111, -0.705, -1.478)
O (-1.469, -1.210, -0.640)
O (-3.304, -1.098, -1.923)
C (-3.802, 0.012, -2.788)
C (-4.358, 1.003, -1.766)
C (-5.330, 0.359, -0.751)
C (-4.746, 0.121, 0.655)
C (-4.585, -1.350, 1.056)
C (-3.559, -1.526, 2.182)
C (-2.689, -2.784, 2.049)
C (-1.236, -2.531, 2.371)
S (-0.983, -1.973, 4.091)
C (-0.415, -0.363, 3.789)
N (0.538, -0.006, 2.967)
N (0.605, 1.390, 3.031)
C (-0.296, 1.744, 3.893)
O (-0.986, 0.701, 4.416)
C (-4.869, -0.541, -3.728)
N (-5.893, 0.436, -4.037)
C (-7.039, -0.158, -4.700)
H (1.968, 2.201, -3.966)
H (0.837, 3.471, -3.524)
H (1.540, 3.399, -5.180)
H (0.028, 1.791, -5.876)
H (0.207, 0.941, -4.366)
H (-2.879, 1.442, -6.259)
H (-3.556, 1.477, -1.210)
H (-4.902, 1.795, -2.267)
H (-6.132, 1.086, -0.649)
H (-5.796, -0.536, -1.149)
H (-5.423, 0.577, 1.374)
H (-3.804, 0.661, 0.745)
H (-5.563, -1.661, 1.419)
H (-4.359, -1.971, 0.194)
H (-2.913, -0.651, 2.228)
H (-4.097, -1.606, 3.119)
H (-3.064, -3.553, 2.724)
H (-2.729, -3.167, 1.033)
H (-0.777, -1.802, 1.713)
H (-0.659, -3.446, 2.262)
H (-0.556, 2.736, 4.208)
H (-5.309, -1.395, -3.222)
H (-4.401, -0.904, -4.646)
H (-5.502, 1.180, -4.599)
H (-7.801, 0.599, -4.857)
H (-6.783, -0.607, -5.667)
H (-7.464, -0.938, -4.075)
C (3.436, -0.264, 0.856)
C (3.232, 0.817, -0.165)
C (2.491, 0.407, -1.416)
O (3.007, 1.354, -2.378)
C (4.250, 1.699, -1.979)
O (5.016, 2.315, -2.658)
O (4.495, 1.257, -0.736)
H (4.164, 0.053, 1.603)
H (2.501, -0.495, 1.362)
H (3.821, -1.174, 0.392)
H (2.762, 1.693, 0.289)
H (1.410, 0.490, -1.331)
H (2.755, -0.597, -1.753)
C (6.010, 6.740, -2.869)
C (5.124, 6.341, -1.718)
C (4.024, 5.365, -2.053)
O (3.047, 5.666, -1.036)
C (3.209, 6.966, -0.692)
O (2.455, 7.585, -0.013)
O (4.351, 7.459, -1.229)
H (6.622, 7.600, -2.598)
H (6.666, 5.913, -3.139)
H (5.418, 7.015, -3.742)
H (5.726, 5.973, -0.882)
H (4.335, 4.328, -1.999)
H (3.577, 5.561, -3.030)
C (5.841, 3.391, -9.136)
C (5.505, 3.634, -7.688)
C (4.165, 3.112, -7.226)
O (3.873, 3.984, -6.127)
C (4.497, 5.162, -6.365)
O (4.318, 6.157, -5.742)
O (5.352, 5.041, -7.409)
H (6.704, 3.986, -9.432)
H (6.070, 2.339, -9.299)
H (5.009, 3.674, -9.783)
H (6.305, 3.260, -7.043)
H (4.188, 2.076, -6.897)
H (3.386, 3.238, -7.982)
C (-5.734, -2.196, 8.646)
C (-5.217, -2.473, 7.262)
C (-4.949, -1.268, 6.392)
O (-5.092, -1.821, 5.074)
C (-5.956, -2.863, 5.161)
O (-6.425, -3.424, 4.224)
O (-6.196, -3.170, 6.455)
H (-6.093, -3.119, 9.097)
H (-4.936, -1.794, 9.269)
H (-6.562, -1.485, 8.639)
H (-4.330, -3.112, 7.317)
H (-3.955, -0.848, 6.522)
H (-5.697, -0.483, 6.519)
C (8.435, -0.419, 0.795)
C (7.738, -1.543, 1.517)
C (8.526, -2.825, 1.654)
O (7.481, -3.803, 1.760)
C (6.401, -3.315, 1.100)
O (5.426, -3.940, 0.841)
O (6.594, -2.013, 0.777)
H (7.726, 0.370, 0.545)
H (9.221, 0.003, 1.421)
H (8.878, -0.769, -0.138)
H (7.379, -1.202, 2.492)
H (9.168, -2.855, 2.530)
H (9.114, -3.046, 0.761)
C (-2.117, -6.735, 5.832)
C (-2.810, -6.959, 7.151)
C (-4.182, -7.589, 7.075)
O (-4.798, -7.103, 8.278)
C (-4.221, -5.917, 8.576)
O (-4.622, -5.151, 9.392)
O (-3.130, -5.711, 7.800)
H (-1.254, -6.083, 5.961)
H (-1.779, -7.684, 5.417)
H (-2.786, -6.257, 5.115)
H (-2.165, -7.523, 7.830)
H (-4.167, -8.675, 7.064)
H (-4.760, -7.223, 6.224)

Atom charges from the Mulliken analysis, given in e for atoms 1 to 2: -0.707, -0.003


Computed, not measured: a single CH5NO2S molecule at a distorted geometry, with wB97M-V/def2-TZVPD.

Computed properties:
HOMO energy (alpha / beta), eV: -4.181 / -11.334
ΔE to the lowest compared entry with this formula, charge and spin, eV: 4.411
Charge: 0
Lowest unoccupied orbital energy (alpha / beta), hartree: 0.029 / -0.106
2S+1: 3

Cartesian coordinates (Å):
C (-1.335, 0.548, -0.327)
N (0.392, -1.465, 0.098)
O (2.431, 0.351, -0.210)
O (-0.012, 0.995, -0.126)
S (1.163, -0.018, 0.319)
H (-1.597, 0.342, -1.361)
H (-1.851, 1.496, -0.045)
H (-1.400, -0.325, 0.219)
H (1.136, -2.120, -0.218)
H (1.074, 0.196, 1.653)

Atom charges from the natural (NBO) analysis, given in e for atoms 1 to 2: -0.257, -0.636